(1)
{"formula": "C6H8S", "method": "wB97M-V/def2-TZVPD", "e_tot_ha": -631.3860, "largest_force_ha_per_bohr": 0.0821, "e_above_lowest_kcal_mol": 128.8, "orbital_gap_ev": [7.78, 7.82], "total_charge": 0, "species": ["C", "C", "C", "C", "C", "C", "S", "H", "H", "H", "H", "H", "H", "H", "H"], "xyz": [[-1.041066, 1.085772, 2.218830], [-0.408770, -0.436563, -2.375628], [-1.418442, 0.483587, 1.165228], [0.444135, 0.233933, -1.667631], [1.247275, -1.123072, 0.440844], [0.611638, 0.052048, -0.229244], [1.845580, 0.619271, 0.798450], [-1.664556, 1.324461, 3.091931], [-0.033020, 1.515185, 2.104203], [-0.363819, -0.361713, -3.456486], [-1.083915, -1.050429, -1.897693], [-2.100097, -0.142223, 0.665428], [1.202769, 1.037428, -1.998270], [0.711949, -1.553535, 1.304318], [2.050340, -1.684150, -0.164281]], "forces_ev_per_a": [[0.080, 1.256, 0.810], [0.641, 0.570, -2.374], [2.201, -1.545, -2.568], [2.888, 2.706, 1.474], [0.838, 0.677, -0.462], [-2.581, -0.614, 1.647], [0.682, -0.141, 0.216], [0.363, -0.125, -0.287], [0.131, -0.036, 0.711], [-0.443, -0.018, 0.082], [-1.394, -1.489, 0.713], [-0.968, -0.229, -0.133], [-1.425, -1.455, -0.325], [0.595, -0.080, -0.688], [-1.608, 0.524, 1.182]]}

(2)
{"formula": "C2H3NO2", "method": "wB97M-V/def2-TZVPD", "e_tot_ha": -283.0141, "largest_force_ha_per_bohr": 0.1393, "smiles": "OOC1=NC1", "e_above_lowest_kcal_mol": 153.0, "orbital_gap_ev": 10.12, "total_charge": 0, "species": ["O", "O", "C", "N", "C", "H", "H", "H"], "xyz": [[1.406038, 1.873383, -0.072887], [1.598824, 0.473402, -0.225831], [0.523433, -0.302012, 0.013977], [0.187769, -1.478992, 0.190039], [-0.977482, -0.845823, -0.004072], [0.424779, 1.921980, 0.252174], [-1.573113, -1.008746, -0.943335], [-1.590247, -0.633196, 0.789935]], "forces_ev_per_a": [[-3.005, 0.228, 0.899], [-0.184, -2.174, 0.198], [-2.675, 1.919, -0.411], [5.609, -4.395, 0.731], [-1.485, 3.653, -3.358], [2.236, 0.067, -0.800], [0.790, 0.044, 0.639], [-1.286, 0.659, 2.102]]}

What is the formula in the second record? C2H3NO2